64
Properties=species:S:1:pos:R:3 method="wB97M-V/def2-TZVPD" total_charge=+1 e_lumo_ev=-4.60 homo_lumo_gap_ha=0.203 homo_ha=-0.372
C -3.01663 4.06040 -1.05720
C -3.18636 3.44026 0.18838
C -2.87109 2.07961 0.33135
C -2.30273 1.35463 -0.72726
C -1.87675 -0.10950 -0.52514
N -3.09454 -0.87951 -0.56053
C -3.26673 -2.13345 -0.74342
N -4.49297 -2.68889 -1.08074
C -4.50082 -4.13403 -1.06734
C -3.07141 -4.49374 -0.72359
N -2.41431 -3.19961 -0.59493
C -2.26539 1.95637 -1.99783
C -2.58541 3.31515 -2.16119
H -3.24721 5.12132 -1.16825
H -3.59392 3.99774 1.04414
H -3.07142 1.55944 1.27801
H -1.18376 -0.37248 -1.34072
H -1.34182 -0.20294 0.43663
H -5.33859 -2.12802 -1.16244
H -5.17575 -4.52451 -0.30071
H -4.78298 -4.55745 -2.03602
H -3.01521 -5.04338 0.22102
H -2.57113 -5.07696 -1.50216
H -1.46380 -3.04166 -0.28823
H -2.00198 1.33900 -2.86882
H -2.52716 3.77779 -3.15646
C 6.04745 -2.89913 -0.87109
N 4.97879 -1.96552 -0.53366
C 4.60722 -1.57725 0.73404
C 3.42480 -0.77940 0.65997
C 2.55874 -0.32427 1.69359
C 1.89755 0.91761 1.75200
C 1.76860 2.01045 0.85190
N 0.79351 2.86828 1.29289
C 0.26250 3.98267 0.52316
C 0.24013 2.37643 2.48947
C 0.95123 1.20662 2.81894
C 0.56500 0.40986 3.87470
C -0.62860 0.71587 4.53288
C -1.39481 1.83274 4.14940
C -0.93838 2.71504 3.15821
C 3.11962 -0.68024 -0.75608
C 4.08161 -1.43513 -1.47116
C 3.93164 -1.71453 -2.82638
C 2.81210 -1.18794 -3.48730
C 1.88095 -0.39616 -2.78513
C 2.01055 -0.18505 -1.40831
H 6.00014 -3.15331 -1.93619
H 7.04903 -2.49238 -0.66068
H 5.93865 -3.82068 -0.28085
H 5.19626 -1.80397 1.62359
H 2.47447 -0.94737 2.60368
H 2.38365 2.22597 -0.02636
H -0.50811 4.52050 1.09300
H 1.06260 4.69094 0.24450
H -0.18859 3.58998 -0.40333
H 1.21135 -0.41496 4.16473
H -0.98356 0.05885 5.33016
H -2.37405 1.97578 4.60998
H -1.53942 3.57622 2.86935
H 4.61954 -2.35743 -3.37021
H 2.62389 -1.39729 -4.54339
H 1.03180 0.05016 -3.31061
H 1.29198 0.39250 -0.83600